Record 1
Molecular formula: C21H33N6OPS3SiSr
Method: DFT, the ωB97M-V functional and the def2-TZVPD basis

The geometry in XYZ format:
```
67
Properties=species:S:1:pos:R:3:forces:R:3:nbo_charge:R:1
C -1.4545 -1.8358 2.7577 0.1 0.0 0.0 0.2752
N -2.2687 0.0347 1.8281 -0.1 0.0 0.4 -0.2628
C 2.0709 -2.6282 -1.8521 0.1 0.0 0.1 -0.7195
C 2.8188 2.3397 -0.8097 0.0 0.0 0.1 -1.1507
H -3.9987 3.5940 2.0926 0.0 0.0 0.0 0.2112
H 0.1171 -4.6037 0.6034 0.0 0.0 0.0 0.2445
H -4.4743 1.0955 -2.0541 0.0 0.0 0.0 0.1983
H 2.9119 1.4555 -1.4434 0.0 -0.1 0.0 0.2346
C -4.1514 3.0462 1.1760 0.0 -0.1 -0.1 -0.2518
P 0.7036 -2.6299 -0.6111 0.0 0.2 0.0 0.7995
H 2.1140 3.0070 -1.3068 -0.1 0.1 0.0 0.2462
C 1.6104 -2.3072 0.9595 0.0 0.0 0.1 -0.7474
H -2.5101 1.8116 4.0504 0.0 0.0 0.0 0.2150
H 0.8611 -2.4273 1.7483 0.1 0.0 -0.1 0.2526
C 2.8348 -3.1586 1.2752 0.0 0.0 0.0 -0.6083
C -5.0521 3.4983 0.2292 0.0 0.0 0.0 -0.1625
C -5.2139 2.7826 -0.9443 0.0 0.0 0.0 -0.2760
C -2.5444 1.2852 1.9647 -0.1 0.0 -0.1 0.1487
S 0.0333 0.1541 -3.2394 0.0 0.0 -0.1 -0.5408
H 3.2187 -2.9168 2.2688 0.0 0.0 0.0 0.2019
C -0.8888 -4.8606 -1.2687 -0.1 0.0 0.0 -0.6080
H 4.4089 1.6294 2.0448 0.1 0.0 0.0 0.2071
C -0.1156 4.1951 -3.7945 0.0 0.1 0.0 0.3034
C 3.5957 0.9470 1.7851 0.0 0.1 -0.1 -1.1396
H 1.3564 -4.1805 -3.1935 0.0 0.0 0.0 0.1809
C 0.3267 -4.4336 -0.4554 0.1 0.0 0.1 -0.7245
H -0.9708 1.9080 3.2135 0.0 0.0 0.0 0.2649
C 1.9043 3.4602 1.8605 0.1 -0.1 0.0 -1.1391
H 2.4047 -1.5902 -1.9323 0.0 0.0 0.0 0.2461
H -1.0858 -5.9296 -1.1539 0.0 0.0 0.0 0.1857
N -0.6506 -2.3645 3.7502 -0.1 0.1 0.0 -0.8284
H 1.0839 4.0206 1.4108 -0.1 0.0 -0.1 0.2352
C -3.4493 1.8623 0.9338 0.1 0.0 0.2 0.1784
H 0.7794 -2.5505 -3.5931 0.0 0.0 0.0 0.2382
H -0.7623 -4.6547 -2.3317 0.0 0.0 -0.1 0.1981
H 2.4344 -3.0114 -3.9546 0.0 0.0 0.0 0.2009
N 1.5203 2.0780 -5.9675 0.0 0.0 0.0 -0.4173
Si 2.1844 1.8566 0.8948 -0.2 0.0 0.0 1.9257
C -0.3429 2.9215 -3.1675 0.0 -0.1 0.0 -0.2879
Sr -0.8943 0.3467 -0.4683 -0.3 -0.4 -0.2 1.7662
N -3.5962 1.1853 -0.2125 0.2 0.0 0.1 -0.4625
C -4.4381 1.6472 -1.1221 -0.1 0.1 -0.1 0.0824
H -5.6091 4.4114 0.4034 0.0 0.0 0.0 0.2009
H 3.6468 -2.9889 0.5669 0.0 0.0 0.0 0.1943
H -0.4848 -1.7428 4.5266 0.0 0.0 0.0 0.3781
H -0.8053 -3.3376 3.9473 0.0 0.0 0.0 0.3856
O 0.8660 0.9595 0.8305 0.3 0.1 0.1 -1.4329
H 3.7910 2.8361 -0.7676 0.1 0.0 0.0 0.2063
H 2.7962 4.0923 1.8503 0.0 0.1 0.0 0.2064
C 0.9178 1.9822 -4.9881 0.1 0.0 0.0 0.3042
H -1.7688 -4.3152 -0.9283 0.0 0.0 0.0 0.2296
H 2.6025 -4.2265 1.2643 0.0 0.0 0.0 0.1898
H -5.8850 3.1117 -1.7249 0.0 0.0 0.0 0.2084
C 0.1791 1.8088 -3.7685 -0.1 0.0 0.0 -0.3028
H 4.0121 0.1566 1.1572 0.0 -0.1 0.0 0.2175
C -2.0388 2.1074 3.1093 0.1 0.0 0.1 -0.6800
N -1.5559 -0.5171 2.8405 -0.1 0.0 0.0 -0.4935
H 1.8519 -1.2410 0.9644 0.0 0.0 0.0 0.2706
H -2.1842 3.1717 2.9475 0.0 0.1 0.0 0.2023
N 0.0336 5.2359 -4.2699 0.0 0.0 0.0 -0.4155
H 1.2123 -5.0215 -0.7237 0.0 0.0 0.0 0.1947
H 2.9140 -3.2267 -1.4906 0.0 0.0 0.0 0.1911
H 1.6441 3.2539 2.9009 0.0 0.0 0.1 0.2117
S -2.1152 -2.9293 1.6292 -0.1 0.0 0.0 -0.4716
C 1.6302 -3.1236 -3.2240 0.0 0.0 -0.1 -0.6123
S -1.3125 2.9806 -1.7259 0.0 0.1 -0.1 -0.5176
H 3.2311 0.4831 2.7027 0.0 0.0 0.1 0.2210
```
Positions in Å, forces in eV/Å.

HOMO energy = -0.05041 Ha
Charge = -2
Gap between HOMO and LUMO = 5.798 eV
Energy above the lowest of the compared OMol25 structures with the same formula, charge and spin = 0.328 eV
LUMO energy = 0.163 hartree

Record 2
Molecular formula: C4H9N
Method: DFT, the ωB97M-V functional and the def2-TZVPD basis

The geometry in XYZ format:
```
14
Properties=species:S:1:pos:R:3:forces:R:3:nbo_charge:R:1
H -0.4500 -2.0309 0.7276 0.1 -0.2 0.2 0.0059
H 0.0221 -1.9861 1.3027 -0.2 -0.2 0.0 -0.0039
H 1.9675 -0.0789 0.6996 0.0 -0.5 -0.2 0.1629
C 0.0516 0.1137 -0.4205 0.7 0.6 -1.0 -0.0554
H -1.3794 1.5255 -1.2040 0.0 -0.5 0.4 0.2269
H -1.6259 1.1476 0.5287 0.3 -0.3 -0.5 0.2462
C 0.5578 -0.4113 -1.5516 -0.1 -0.2 0.9 -0.3556
H -2.0708 -0.0685 -0.7064 0.3 0.5 0.0 0.2205
H 1.2122 1.0894 2.5767 0.2 -0.2 -1.0 0.3507
N 0.5921 1.0226 1.7582 -0.6 -0.8 -0.5 -0.6340
H 1.5747 -0.7900 -1.5891 -0.1 0.0 0.0 0.1957
C 0.9464 0.2971 0.7559 -0.1 1.6 1.2 0.1034
C -1.3322 0.7168 -0.4478 -0.6 0.0 0.5 -0.6632
H -0.0661 -0.5470 -2.4299 0.1 0.1 0.0 0.1998
```
Positions in Å, forces in eV/Å.

HOMO energy = -0.34801 Ha
Charge = 0
Gap between HOMO and LUMO = 10.188 eV
Energy above the lowest of the compared OMol25 structures with the same formula, charge and spin = 1.909 eV
LUMO energy = 0.026 hartree

Record 3
Molecular formula: C7H20NO3P2Tb
Method: DFT, the ωB97M-V functional and the def2-TZVPD basis

The geometry in XYZ format:
```
34
Properties=species:S:1:pos:R:3:forces:R:3:mulliken_spin:R:1
H -1.2440 -0.5240 -3.6754 -0.6 -0.1 0.1 -0.0017
H 3.5302 -0.3272 1.2677 0.3 -0.1 0.0 -0.0004
H 0.2130 -1.0847 -2.9738 0.3 0.0 0.1 0.0001
H 0.3662 1.2499 -2.4092 0.6 -0.2 0.4 -0.0070
H -1.3363 1.4118 -2.4047 -0.3 0.1 0.0 -0.0016
H 1.0901 -1.4106 1.9469 -0.3 -0.1 0.2 0.0015
C -0.7329 -0.6123 -2.7257 0.9 -0.2 -0.5 -0.0007
H 3.7693 2.2006 -1.0017 0.2 0.0 -0.1 0.0002
O -0.6475 0.5866 -0.6896 0.1 0.2 0.8 -0.0512
C 2.5386 0.7687 -0.2372 0.5 0.7 0.0 -0.0001
H 1.7561 1.5230 -0.1736 -0.4 0.0 -0.1 -0.0004
C 2.5080 -0.0746 1.0216 -0.4 -0.3 0.0 0.0012
P -0.9298 -0.9954 -0.2122 3.4 -2.7 -0.4 0.0113
H 2.3699 0.2213 -1.1564 0.0 -0.3 -0.1 0.0000
C 0.8063 -1.7153 -0.1717 -0.6 0.0 0.5 -0.0571
H 2.3667 -2.2018 1.1376 0.2 -0.3 0.0 -0.0010
H -2.8675 2.1184 0.0983 0.3 0.0 -0.6 -0.0012
C -3.0850 0.2560 2.0672 0.1 0.6 0.2 0.1963
H -1.5236 -2.2405 0.1706 -0.6 0.4 0.1 -0.0126
H -3.3305 -0.6441 2.6364 0.0 -0.3 0.0 0.0408
C -0.5359 0.7495 -2.0834 -0.9 0.6 -0.7 0.0086
C 1.6713 -1.3804 1.0331 0.5 0.3 -0.2 -0.0030
H -0.8092 -0.6268 1.2028 -0.3 0.7 -0.2 -0.1281
H -3.8337 1.0226 2.3615 1.4 -2.3 -4.9 0.2191
Tb -4.3473 1.6941 3.8002 -1.6 2.0 4.7 6.5282
H -2.1171 0.6453 2.4134 0.2 0.2 0.1 -0.0468
P -3.0857 -0.0876 0.1855 -1.6 0.2 -0.5 -0.6289
O -1.3815 -1.4183 -1.7765 -0.6 0.5 0.3 -0.0164
H 2.1654 0.5572 1.8327 -0.1 0.2 0.2 -0.0008
N 3.8545 1.4241 -0.3563 -0.4 0.0 0.1 -0.0006
H 1.3359 -1.5480 -1.0972 0.0 0.3 -0.4 -0.0020
H 4.0841 1.8413 0.5392 0.1 0.0 0.0 -0.0001
H 0.6397 -2.7839 -0.1393 -0.2 -0.3 -0.1 -0.0016
O -3.2579 1.4049 -0.4309 -0.3 0.1 1.0 -0.0440
```
Positions in Å, forces in eV/Å.

HOMO energy (alpha / beta) = -0.47840 / -0.47838 Ha
Charge = +2
Gap between HOMO and LUMO (alpha / beta) = 3.392 / 2.651 eV
LUMO energy (alpha / beta) = -0.354 / -0.381 hartree
2S+1 = 7

Record 4
Molecular formula: C4H6N2O2
Method: DFT, the ωB97M-V functional and the def2-TZVPD basis

The geometry in XYZ format:
```
14
Properties=species:S:1:pos:R:3:forces:R:3:nbo_charge:R:1
O -0.0862 1.8992 -0.3482 -0.3 7.5 1.8 -0.6774
H 0.8548 -2.2498 0.4659 0.6 3.7 -3.6 0.3501
N 1.0381 -1.1625 -0.3976 10.3 -14.4 5.1 -0.4761
N 1.9431 0.7101 -0.1543 0.2 1.7 -0.2 -0.4763
H 0.4407 2.8319 0.3696 -1.8 -4.9 -3.2 0.4901
H -3.0423 -0.6660 0.4930 2.0 1.4 -0.7 0.2029
H -1.5077 0.5043 1.1954 -2.3 -1.3 -4.0 0.2253
H -2.4734 0.5549 -0.8522 0.9 -0.3 2.6 0.2294
C -2.1266 -0.0189 0.1162 0.0 -1.9 0.7 -0.3117
C 0.0774 -0.4346 -0.3544 -9.0 1.7 -1.9 0.2941
H 3.2039 -1.1394 0.4929 -2.5 2.0 -2.0 0.2324
C 2.2799 -0.5336 -0.0361 -1.7 -1.2 0.1 0.1351
C 0.5323 0.7790 -0.4819 5.0 2.6 3.0 0.2886
O -1.1339 -1.0745 -0.5083 -1.4 3.3 2.1 -0.5065
```
Positions in Å, forces in eV/Å.

HOMO energy = -0.28136 Ha
Charge = 0
Gap between HOMO and LUMO = 7.784 eV
Energy above the lowest of the compared OMol25 structures with the same formula, charge and spin = 8.842 eV
LUMO energy = 0.005 hartree

Record 5
Molecular formula: C8H32N16O8
Method: DFT, the ωB97M-V functional and the def2-TZVPD basis

The geometry in XYZ format:
```
64
Properties=species:S:1:pos:R:3:forces:R:3:nbo_charge:R:1
O 0.4134 4.9521 19.0616 0.3 0.2 -0.5 -0.7248
O 0.3681 2.8101 26.1155 0.1 0.1 -0.4 -0.7522
H -1.1257 4.8858 17.1799 -0.6 -0.2 -0.2 0.4113
O 3.1868 4.7580 23.1462 -0.1 0.1 0.1 -0.6440
H -1.1930 4.7783 22.9527 0.2 -0.1 0.1 0.4033
H 0.2512 0.9638 26.0881 0.1 0.0 0.2 0.4440
O 0.9868 -0.3125 28.1518 0.2 -0.1 0.0 -0.6894
N 0.1232 -0.0497 26.0812 -0.3 0.1 -0.4 -0.8675
H -5.1605 2.3981 22.1142 -0.2 0.3 0.3 0.3880
N 1.7361 1.3446 23.5876 -0.4 0.3 0.3 -0.8658
N -0.4771 7.7933 22.0913 0.7 -0.3 -0.1 -0.8634
O -1.0502 7.0068 24.1345 0.5 -0.2 0.1 -0.6887
N 0.4692 2.5157 28.3693 0.1 0.5 -0.7 -0.8418
H -0.0100 1.8635 18.5351 0.3 -0.1 0.1 0.3851
H -0.4124 -0.4188 25.3143 0.1 -0.1 0.0 0.3889
N -0.9765 3.9689 17.5557 0.9 0.1 0.5 -0.8377
C 0.6387 1.4224 22.7722 0.4 0.8 -0.6 0.7821
H -0.4065 4.9349 28.3763 0.2 -0.2 0.1 0.3926
N -0.2414 4.5100 27.4851 0.0 0.5 -0.9 -0.8346
H 2.0665 6.5371 21.7150 0.4 -0.1 0.3 0.3985
N 5.4827 1.0705 26.6376 -0.2 0.2 0.3 -0.8469
H 0.3933 2.9847 29.2518 0.2 -0.3 0.2 0.3805
N 0.3725 2.6916 18.9491 -0.2 0.6 -0.5 -0.8343
N -0.1371 -2.0514 27.1961 -0.4 0.6 -1.0 -0.8525
C -0.0197 3.9326 18.5300 -0.4 -0.4 0.6 0.7882
H 2.6032 -0.1140 25.9785 0.0 -0.2 0.1 0.4089
H -2.1355 1.4224 20.6558 0.0 0.0 0.0 0.4245
C -3.5120 2.9065 21.0385 0.0 0.2 -0.5 0.7680
N -4.5469 3.1665 21.9137 0.5 -0.4 0.2 -0.8719
C 0.3511 -0.7635 27.2047 0.3 -0.4 0.8 0.7753
H -0.3556 7.6103 21.1119 -0.1 0.1 0.0 0.3907
C 2.8292 4.6570 21.9915 -0.7 -0.6 -0.1 0.7763
H 1.6167 1.8385 24.4634 0.5 -0.2 0.2 0.4219
N -2.9112 1.6939 21.2357 -0.2 -0.1 0.1 -0.8628
O 0.5766 1.1034 21.5835 0.2 -0.9 0.5 -0.7137
H -0.9113 -2.1880 26.5707 0.1 -0.6 0.1 0.3817
H 2.4390 0.6292 23.5576 -0.1 0.0 -0.4 0.4096
N -0.8509 5.5394 22.4010 0.5 0.5 -0.2 -0.8380
H 3.0516 2.6278 21.8495 0.3 0.0 -0.1 0.4135
H -3.1615 1.1387 22.0334 0.2 -0.1 0.0 0.3913
H -0.5559 5.4096 21.4465 0.0 -0.4 0.0 0.4150
N 3.6122 -0.1450 25.9794 0.0 0.0 -0.2 -0.8706
H -0.4050 5.0765 26.6684 0.0 0.1 0.0 0.4223
H 1.1936 2.6585 19.5237 -0.3 -0.3 0.5 0.4207
O 3.4006 2.0024 26.6194 0.3 0.1 0.3 -0.6484
H 0.1038 -2.7516 27.8678 0.0 0.3 0.3 0.4111
H 4.0242 -1.0240 26.2431 0.0 0.0 0.1 0.3803
C 4.1299 1.0409 26.4695 -0.4 -0.1 -0.6 0.7748
C -0.7339 6.7692 22.9740 -1.8 0.3 0.0 0.7750
H -1.1555 2.1658 22.6744 -0.3 0.6 0.4 0.4043
H -1.4284 3.1280 17.2571 -0.2 0.2 -0.3 0.3931
H 2.1284 5.6793 20.2684 -0.2 -0.7 0.0 0.4125
N 2.8037 3.4435 21.3197 0.1 0.5 -0.1 -0.8708
C 0.2627 3.2732 27.2545 -0.7 -0.8 1.1 0.8107
H 0.8865 1.5893 28.2741 0.0 0.2 0.2 0.4466
N 2.2592 5.6584 21.2652 0.2 1.3 -0.1 -0.8633
H 2.9292 3.4904 20.3250 0.1 -0.4 0.0 0.3727
H 5.8471 1.9202 27.0277 0.2 -0.1 -0.1 0.4101
O -3.1669 3.6814 20.1680 0.3 0.1 0.2 -0.6427
H -4.8605 4.1168 21.9684 -0.3 -0.1 -0.3 0.4111
H -0.6094 8.7330 22.4110 0.1 0.0 0.1 0.4053
H 6.0784 0.2925 26.4332 0.0 0.0 0.0 0.3910
N -0.4182 2.0688 23.3499 0.2 -0.8 -0.4 -0.8873
H -0.3199 2.5409 24.2340 -0.3 0.2 0.2 0.4323
```
Positions in Å, forces in eV/Å.

HOMO energy = -0.32530 Ha
Charge = 0
Gap between HOMO and LUMO = 9.300 eV
Energy above the lowest of the compared OMol25 structures with the same formula, charge and spin = 0.987 eV
LUMO energy = 0.016 hartree

Record 6
Molecular formula: C12H16N2O4
Method: DFT, the ωB97M-V functional and the def2-TZVPD basis

The geometry in XYZ format:
```
34
Properties=species:S:1:pos:R:3:forces:R:3:nbo_charge:R:1
C 3.5886 0.2510 0.2533 -0.1 0.1 0.0 -0.0889
H 0.5238 -0.6674 -0.9036 -0.1 0.0 -0.1 0.2017
H -5.9711 -1.6636 1.3773 0.0 0.0 0.0 0.1987
N -2.7269 0.8895 0.4146 0.4 0.3 0.4 -0.4671
C 2.0110 -2.0194 -0.2102 0.2 0.0 0.0 0.0060
O -4.4239 -0.4679 0.8998 0.4 0.3 0.1 -0.5048
H 0.3834 1.3657 -1.9327 0.0 0.1 0.1 0.1847
C 1.1422 -3.2178 -0.4499 0.0 0.0 0.0 -0.6281
H 4.5801 2.0079 -0.4410 0.1 0.1 0.0 0.2192
C -0.4440 1.4863 0.0760 -0.3 0.0 -0.2 0.6251
H 0.7240 -3.1963 -1.4551 0.0 -0.1 -0.1 0.2155
H 0.3121 -3.2275 0.2566 -0.1 -0.1 0.0 0.2182
C -5.4915 -1.3045 0.4709 -0.2 -0.2 -0.3 -0.2550
H -6.1985 -0.7367 -0.1369 0.0 0.0 0.1 0.1914
H 3.8638 2.1591 1.1540 0.0 0.1 0.0 0.2261
O -0.2187 1.4146 1.2622 0.1 0.0 0.2 -0.6057
H 5.0551 -1.1262 0.9461 0.1 0.0 0.0 0.2085
C 4.0614 -1.0161 0.5364 -0.1 0.1 0.0 -0.1850
N -1.6894 1.3010 -0.4313 -0.6 -0.3 -0.3 -0.4532
H -2.4684 0.9144 1.3946 -0.1 -0.1 -0.2 0.4327
O 1.9000 1.6635 -0.5507 0.1 -0.1 0.1 -0.4933
C 4.4049 1.4812 0.4962 -0.1 0.0 0.0 -0.6221
H 3.6811 -3.1213 0.5435 0.0 -0.1 0.0 0.2059
C 3.2873 -2.1432 0.3094 -0.1 -0.1 0.0 -0.2318
C 1.5235 -0.7488 -0.5022 0.0 0.2 -0.1 -0.3184
C 2.2956 0.3779 -0.2749 0.2 -0.3 0.0 0.3865
H 5.3608 1.2289 0.9473 0.1 0.0 0.0 0.2111
H -1.9110 1.1555 -1.4083 0.1 0.0 0.1 0.4251
H 0.5162 2.9607 -1.1451 -0.1 -0.2 0.0 0.2254
C 0.5892 1.8800 -0.9830 0.0 0.1 0.0 -0.1547
H -5.1086 -2.1394 -0.1189 -0.1 0.1 0.1 0.1969
O -3.7222 -0.2725 -1.2512 0.0 -0.2 -0.3 -0.6547
H 1.7081 -4.1375 -0.3264 0.0 -0.1 0.0 0.2151
C -3.6305 -0.0050 -0.0775 0.1 0.2 0.1 0.8691
```
Positions in Å, forces in eV/Å.

HOMO energy = -0.30523 Ha
Charge = 0
Gap between HOMO and LUMO = 8.935 eV
Energy above the lowest of the compared OMol25 structures with the same formula, charge and spin = 1.538 eV
LUMO energy = 0.023 hartree

Record 7
Molecular formula: C12H23N3O
Method: DFT, the ωB97M-V functional and the def2-TZVPD basis

The geometry in XYZ format:
```
39
Properties=species:S:1:pos:R:3:forces:R:3:nbo_charge:R:1
H -1.8902 0.6271 -2.7794 -0.1 -0.1 0.5 0.2126
H 0.4979 -4.1899 -1.7722 -0.4 -0.3 -0.2 0.1969
H -2.1816 -0.4130 1.1534 0.1 -0.1 0.5 0.2042
O 1.9829 -1.5648 -0.8447 0.3 1.0 0.1 -0.5260
C -0.0281 1.4914 1.6842 -0.7 0.4 0.0 -0.4096
H -0.1809 3.2315 0.5240 0.3 0.8 -0.1 0.1881
H -2.5915 3.5364 0.8462 0.4 -0.7 0.5 0.3595
C 2.0552 1.3910 0.2850 0.4 -0.6 0.6 -0.6292
H -0.2633 0.0878 -2.6430 0.8 0.2 -0.1 0.2139
C -1.3044 1.7883 -0.5339 0.7 -0.2 -0.8 -0.4137
C 0.8968 -3.6044 -0.9614 -0.2 -0.1 0.6 -0.2601
H -2.5569 2.1823 1.8826 0.4 1.0 -0.6 0.3552
H 1.7161 2.1868 -0.3489 -0.4 0.5 -0.3 0.2050
H 0.6731 -0.9509 2.4497 0.4 -0.1 -0.1 0.2152
C -0.8328 2.4219 0.7747 -1.2 -0.4 0.1 -0.0579
H -0.7023 0.8721 2.2680 -0.3 -0.1 0.1 0.2027
H 2.1498 -2.8120 -2.5184 0.1 0.4 0.4 0.1731
H -2.4476 -1.4633 -0.2388 0.2 0.0 0.2 0.2369
H 1.1393 -4.2988 -0.1329 -0.3 0.3 -0.2 0.1857
H 2.6961 1.8085 1.0628 -0.1 0.2 0.1 0.2034
C -2.3517 -0.4271 0.0916 0.1 -0.3 -0.7 -0.6341
H 0.5261 2.1006 2.4077 0.0 -0.1 -0.1 0.2279
C 2.1236 -2.8659 -1.4153 0.0 -0.3 -0.6 -0.0850
C 0.6496 -1.4262 -0.4932 -1.2 -2.3 0.1 0.7241
H -1.5279 -1.1066 -2.4612 0.1 0.9 0.5 0.2228
H -3.3164 0.0460 -0.0851 0.0 0.3 -0.2 0.2026
C 0.9147 0.5749 0.9466 0.8 -0.1 -0.7 0.1773
H 2.0329 0.1074 2.8147 0.1 0.5 0.1 0.2177
H 2.9816 -3.4203 -1.0641 0.7 0.6 0.1 0.1899
H -2.3429 2.1173 -0.7661 0.7 -0.5 0.2 0.2153
H 2.7175 0.7755 -0.3201 -0.2 -0.3 0.0 0.2303
H 2.2253 -1.0626 1.5493 0.2 -0.4 -0.1 0.2228
N -2.0039 2.9616 1.4682 -0.3 -0.1 1.1 -0.8390
N 0.1446 -0.1803 -0.1285 1.0 -0.4 0.3 -0.5328
C 1.5178 -0.3955 2.0106 -1.2 0.0 -0.8 -0.6238
H -0.6922 2.2246 -1.3245 0.1 -0.1 -0.3 0.2056
C -1.1846 0.2577 -0.6553 -0.4 -0.2 -0.9 0.1748
C -1.2355 -0.0529 -2.2164 -0.7 -0.9 0.7 -0.6207
N -0.0065 -2.5558 -0.5161 -0.1 1.8 0.1 -0.5317
```
Positions in Å, forces in eV/Å.

HOMO energy = -0.30890 Ha
Charge = 0
Gap between HOMO and LUMO = 9.221 eV
Energy above the lowest of the compared OMol25 structures with the same formula, charge and spin = 1.376 eV
LUMO energy = 0.030 hartree

Number 1: E -83815.7326 eV. Number 2: E -5781.9032 eV. Number 3: E -56203.9976 eV. Number 4: E -11312.1997 eV. Number 5: E -49045.5909 eV. Number 6: E -23873.6899 eV. Number 7: E -19334.3858 eV.